Entry 1:
Entry from OMol25: a structure of composition C30H28CdN6O2S3 (ωB97M-V with the def2-TZVPD basis set).

Each line ends with the Löwdin charge.
Element x y z (Å)
Cd -0.10480 0.03199 -0.18741  1.274
C 3.86547 -0.55750 0.53366  -0.033
C 2.85606 0.41704 1.09118  -0.314
N 2.49385 1.36027 0.29111  0.025
N 1.99655 2.50417 0.78421  -0.102
C 0.94477 3.09004 0.37560  -1.168
S -0.34985 2.58551 -0.63800  0.401
S 0.77409 4.73148 1.13946  0.786
C 0.16247 4.15531 2.78323  -0.411
C -1.32884 4.22747 2.86847  -0.288
C -1.96697 5.38050 3.32086  -0.068
C -3.35108 5.45907 3.35617  -0.119
C -4.11821 4.37985 2.93884  -0.119
C -3.48884 3.22645 2.48821  -0.076
C -2.10526 3.14804 2.45226  -0.040
C 2.42112 0.30154 2.49210  -0.117
C 3.34341 -0.03004 3.48502  -0.071
C 3.00316 -0.10009 4.82420  -0.146
C 1.67900 0.14603 5.18984  -0.136
C 0.73498 0.44551 4.23664  -0.037
C 1.04626 0.53897 2.84649  -0.402
O 0.12580 0.83090 2.00855  -0.244
H 4.72409 -0.00844 0.14220  0.072
H 4.18943 -1.25749 1.30179  0.064
H 3.44014 -1.13427 -0.28259  0.055
H 0.51988 3.13187 2.88589  0.057
H 0.64559 4.80061 3.51626  0.065
H -1.36531 6.22579 3.63827  0.102
H -3.83430 6.36337 3.71005  0.085
H -5.20032 4.44100 2.96152  0.085
H -4.08162 2.38086 2.15897  0.088
H -1.61344 2.25510 2.08212  0.057
H 4.37873 -0.18974 3.20230  0.099
H 3.75455 -0.32631 5.57202  0.074
H 1.39513 0.10249 6.23752  0.084
H -0.29550 0.63426 4.52043  0.099
N 0.50431 0.47168 -4.68192  0.006
C 0.15714 -0.18158 -3.49693  -1.006
S -1.46817 -0.07064 -2.98570  0.409
N 1.11319 -0.87381 -2.95857  -0.069
N 0.88098 -1.39183 -1.71374  -0.122
C 1.46037 -2.51119 -1.47285  -0.137
C 1.56141 -3.18954 -0.20081  -0.180
C 2.47889 -4.24379 -0.11419  -0.095
C 2.79176 -4.86009 1.08021  -0.154
C 2.16825 -4.40393 2.24815  -0.132
C 1.22108 -3.41145 2.19516  -0.034
C 0.83813 -2.77932 0.97251  -0.408
O -0.11114 -1.92704 0.95931  -0.174
H -0.06985 1.28512 -4.83399  0.040
H 1.49489 0.67001 -4.72814  0.063
H 1.99937 -2.96986 -2.30743  0.110
H 2.99421 -4.54661 -1.02225  0.094
H 3.52895 -5.65382 1.11734  0.072
H 2.44587 -4.83321 3.20596  0.085
H 0.74591 -3.04693 3.09899  0.104
C -6.34567 -1.42116 2.04314  -0.061
C -5.00765 -1.00565 1.49422  -0.285
C -4.70431 -1.14977 0.14694  -0.031
C -3.44631 -0.78452 -0.31428  -0.149
N -2.51419 -0.27374 0.48030  0.027
C -2.79076 -0.13703 1.77435  -0.141
C -4.01431 -0.49193 2.32059  -0.035
H -7.04033 -1.65045 1.23536  0.067
H -6.77643 -0.63470 2.66493  0.074
H -6.23735 -2.31215 2.66553  0.078
H -5.43910 -1.54130 -0.54647  0.101
H -3.17057 -0.90540 -1.35511  0.007
H -1.98248 0.26110 2.38099  0.085
H -4.18991 -0.36781 3.38286  0.111

Its energy relative to the best compared isomer or geometry (same formula, charge and spin) is 75.5 kJ/mol. As for the total charge: -2. For the LUMO energy, the calculation gives 4.2 eV. The value obtained for the total energy is -81672.37693 eV. The calculation puts the HOMO energy at -1.678 eV. For the molar mass, the calculation gives 713.21 u.

***

Entry 2:
Entry from OMol25: a structure of composition C30H28F5N4OS3V (ωB97M-V with the def2-TZVPD basis set).

Each line ends with the Löwdin charge.
Element x y z (Å)
V 0.52155 -0.15788 0.32781  0.318
C -3.14690 1.45862 -0.37312  -0.039
N -2.47695 0.34476 0.29929  -0.204
C -2.80493 -0.95279 -0.27203  -0.175
C -1.94048 -1.17149 -1.48935  -0.121
N -0.47306 -1.31742 -1.19678  -0.211
C 0.24132 -0.96242 -2.46519  -0.060
C -0.20005 -2.70255 -0.77181  -0.297
C -0.02953 -3.72110 -1.69150  -0.010
C 0.17189 -5.02185 -1.25004  -0.041
C 0.19434 -5.30868 0.10799  -0.051
C 0.03105 -4.28966 1.03058  -0.073
C -0.15753 -2.98050 0.59700  -0.545
S -0.21915 -1.65808 1.75919  0.866
C -2.61882 0.45255 1.72049  -0.339
C -3.75854 0.04474 2.39488  -0.011
C -3.84346 0.19433 3.77411  -0.058
C -2.79552 0.76928 4.47792  -0.064
C -1.65506 1.19424 3.80850  -0.086
C -1.56707 1.03203 2.43291  -0.577
S -0.15090 1.57486 1.52362  0.767
H -4.23724 1.39941 -0.26759  0.101
H -2.89597 1.47292 -1.43294  0.067
H -2.80140 2.39688 0.05979  0.095
H -3.85324 -1.02642 -0.59236  0.136
H -2.64110 -1.72879 0.47521  0.111
H -2.02886 -0.30791 -2.14783  0.108
H -2.25486 -2.05514 -2.04864  0.142
H -0.21064 -1.46556 -3.32115  0.099
H 1.28905 -1.24575 -2.39148  0.091
H 0.16376 0.11295 -2.60592  0.063
H -0.04664 -3.51711 -2.75334  0.118
H 0.30737 -5.81356 -1.97446  0.116
H 0.34893 -6.32388 0.44713  0.116
H 0.07232 -4.49202 2.09317  0.115
H -4.57911 -0.40202 1.84499  0.122
H -4.73018 -0.13794 4.29764  0.111
H -2.86297 0.88691 5.55125  0.112
H -0.82892 1.63676 4.34977  0.113
C 3.57182 1.41297 -2.24648  0.037
C 2.33960 1.91123 -1.55595  -0.476
O 1.55822 1.10738 -1.01926  -0.184
N 2.10080 3.21681 -1.57031  0.113
C 0.85373 3.81251 -1.11983  -0.097
C -0.23567 3.74393 -2.16435  -0.257
C -0.94929 4.88634 -2.50213  -0.012
C -1.96133 4.79113 -3.44420  -0.046
C -2.20832 3.56195 -4.03151  -0.052
C -1.42912 2.48289 -3.64317  -0.146
N -0.46887 2.55365 -2.72227  0.120
H 3.95899 0.55779 -1.69636  0.069
H 4.34053 2.17909 -2.33408  0.092
H 3.29155 1.08480 -3.24929  0.105
H 2.78307 3.80767 -2.01665  0.157
H 1.04783 4.85173 -0.86102  0.132
H 0.53651 3.30034 -0.21550  0.048
H -0.71702 5.83407 -2.03330  0.117
H -2.53919 5.66344 -3.72000  0.116
H -2.98059 3.43794 -4.77775  0.110
H -1.58417 1.51013 -4.10041  0.106
F 5.19167 -2.32472 5.44935  0.148
C 4.57682 -2.08692 4.29848  -0.132
C 3.72142 -1.00767 4.17676  -0.138
F 3.51440 -0.20062 5.21344  0.138
C 3.09065 -0.76527 2.97161  -0.239
F 2.29752 0.30894 2.89928  0.042
C 3.28370 -1.57487 1.86265  -0.455
S 2.58878 -1.24707 0.27487  0.799
C 4.13976 -2.65894 2.01894  -0.237
F 4.36010 -3.48692 0.99521  0.094
C 4.78735 -2.91666 3.21223  -0.139
F 5.60627 -3.95776 3.32332  0.140

The spin multiplicity is 2. Its energy relative to the best compared isomer or geometry (same formula, charge and spin) is 0.0 kJ/mol. As for the total charge: +1. For the LUMO energy (spin up / spin down), the calculation gives -4.8 / -3.0 eV. The value obtained for the total energy is -111348.72346 eV. The calculation puts the HOMO energy (spin up / spin down) at -10.633 / -10.732 eV. For the molar mass, the calculation gives 702.72 u.

***

Entry 3:
Entry from OMol25: a structure of composition C30H28F6N5O3RuS4 at a distorted geometry (ωB97M-V with the def2-TZVPD basis set).

Each line ends with the Löwdin charge.
Element x y z (Å)
Ru 0.44795 0.44907 2.61680  0.567
F -3.55485 -0.11249 8.64780  0.100
C -3.21815 -0.16675 7.35030  -0.152
C -1.95680 -0.59266 6.97199  -0.150
F -1.07432 -0.94859 7.91319  0.107
C -1.62601 -0.65652 5.63291  -0.255
F -0.43221 -1.13007 5.30922  0.061
C -2.51209 -0.26629 4.61388  -0.546
S -2.11900 -0.30057 2.92203  0.671
C -3.78483 0.12867 5.04187  -0.255
F -4.70880 0.45817 4.12928  0.062
C -4.13498 0.18041 6.37657  -0.155
F -5.37254 0.55727 6.73655  0.097
C 0.74148 5.04876 3.58333  -0.149
C 0.90603 3.54871 3.56064  -0.778
S -0.19947 2.69280 2.54998  0.617
C 1.80737 2.88928 4.33319  -0.773
C 2.76841 3.56195 5.27483  -0.136
S 1.86960 1.16236 4.35395  0.642
H -0.02404 5.33443 2.86463  0.046
H 1.67020 5.56074 3.32302  0.074
H 0.42994 5.39211 4.57282  0.077
H 2.63569 4.64269 5.28950  0.061
H 3.79718 3.33283 4.98813  0.064
H 2.61904 3.17397 6.28390  0.068
C -1.89824 -4.58629 -2.77654  -0.062
C -0.44458 -4.15776 -2.58597  -0.192
N -0.33375 -2.96174 -1.76251  -0.037
C 0.05168 -3.08863 -0.46158  0.046
C 0.11740 -2.07495 0.43917  -0.015
C 0.73080 -2.45876 1.78227  -0.593
O 0.83100 -3.65340 2.03273  0.038
O 1.20072 -1.51847 2.51370  -0.235
C -0.31639 -0.76949 0.03061  -0.343
O -0.50118 0.22638 0.74723  -0.277
C -0.59189 -0.61375 -1.39099  -0.031
C -0.81679 0.67609 -1.87729  0.112
C -1.02109 0.86540 -3.21628  -0.191
F -1.15746 2.13179 -3.68414  0.059
C -1.09087 -0.20016 -4.10676  -0.166
C -0.89213 -1.48813 -3.62024  0.055
C -0.60705 -1.70889 -2.27259  -0.121
N -1.32261 -0.04765 -5.51192  -0.099
C -0.12692 -0.10205 -6.33373  -0.140
C -0.54544 -0.41569 -7.76321  -0.090
N -1.47314 0.67013 -8.22115  0.058
C -2.68150 0.75290 -7.33470  -0.087
C -2.19209 1.04081 -5.92301  -0.153
H -1.94903 -5.46193 -3.42356  0.077
H -2.48662 -3.78258 -3.21860  0.067
H -2.33868 -4.84135 -1.81355  0.086
H 0.03859 -3.97888 -3.54913  0.111
H 0.10337 -4.95272 -2.08420  0.123
H 0.33815 -4.07955 -0.13457  0.143
H -0.78489 1.51050 -1.18903  0.151
H -0.96120 -2.29695 -4.33356  0.112
H 0.52979 -0.88505 -5.96034  0.141
H 0.43742 0.84761 -6.31767  0.144
H -1.09126 -1.35674 -7.78920  0.140
H 0.30987 -0.46539 -8.43497  0.138
H -1.74235 0.53472 -9.19452  0.184
H -0.97196 1.55870 -8.13545  0.181
H -3.19826 -0.20401 -7.37085  0.141
H -3.33706 1.54451 -7.69333  0.139
H -3.03603 1.09969 -5.23881  0.151
H -1.68852 2.01924 -5.92039  0.130
S 2.40189 1.00628 0.65312  0.676
C 3.74236 0.71872 1.63244  -0.836
N 3.70046 -0.37489 2.46637  0.036
C 4.72271 -0.67222 3.27920  -0.064
C 5.85185 0.09525 3.24756  -0.051
C 5.85513 1.18885 2.37243  -0.115
N 4.83434 1.49456 1.59559  0.072
H 2.82050 -0.91265 2.51431  0.071
H 4.59138 -1.52295 3.93186  0.141
H 6.70218 -0.13635 3.86966  0.099
H 6.71262 1.84765 2.29574  0.110

The spin multiplicity is 2. Its energy relative to the best compared isomer or geometry (same formula, charge and spin) is 118.9 kJ/mol. For the LUMO energy (spin up / spin down), the calculation gives -2.0 / -2.0 eV. The value obtained for the total energy is -107383.41767 eV. The calculation puts the HOMO energy (spin up / spin down) at -5.053 / -5.597 eV. For the molar mass, the calculation gives 849.91 u.